Computed, not measured: a molecular structure, C34H37N3O4RuSi in a non-equilibrium geometry, with ωB97M-V/def2-TZVPD.

```
80
Properties=species:S:1:pos:R:3:forces:R:3:lowdin_spin:R:1
Ru -0.896742 -0.651599 -0.456546 -0.54 -1.53 -1.41 3.5853
C -2.793742 -2.352199 -0.703746 0.11 0.27 0.40 0.1041
C -3.176642 -1.616799 0.459854 0.26 -0.40 0.00 0.1340
C -2.257243 -1.931799 1.504954 0.05 0.00 -0.36 0.1582
C -1.293342 -2.836699 0.981754 -0.39 0.02 -0.21 0.1400
C -1.629742 -3.099399 -0.383346 -0.02 0.12 0.28 0.1125
C -1.015942 -4.118499 -1.290746 0.04 0.28 0.07 0.0116
C -0.250542 -3.546899 1.784154 -0.03 0.17 -0.16 0.0166
C -2.370342 -1.485899 2.928154 0.07 -0.03 -0.25 0.0102
C -4.497042 -0.938199 0.649154 0.25 0.03 -0.13 0.0158
C -3.567342 -2.477999 -1.977246 0.28 0.08 0.09 0.0124
H -1.620642 -5.028599 -1.298746 0.00 -0.07 0.01 0.0052
H -0.006042 -4.378399 -0.979046 0.03 -0.01 -0.05 0.0001
H -0.976442 -3.735499 -2.309546 0.08 -0.01 -0.07 0.0014
H -0.703142 -4.366299 2.350454 0.04 -0.01 0.01 0.0071
H 0.222358 -2.870899 2.495854 0.12 0.00 0.07 0.0021
H 0.513558 -3.971199 1.134454 0.07 -0.01 0.07 0.0005
H -2.754042 -0.468299 2.981054 -0.02 0.09 0.10 0.0012
H -1.402642 -1.503699 3.424554 0.03 0.01 0.07 0.0004
H -3.054142 -2.135199 3.480954 -0.02 0.00 0.07 0.0053
H -5.272042 -1.700399 0.783754 -0.05 0.10 0.03 0.0067
H -4.761642 -0.340699 -0.222346 -0.09 0.07 0.03 0.0022
H -4.489042 -0.298699 1.531354 -0.07 0.05 -0.03 0.0003
H -4.034142 -3.464599 -2.028846 -0.09 -0.02 -0.04 0.0051
H -2.902542 -2.368599 -2.833246 -0.02 0.04 -0.08 0.0019
H -4.342442 -1.718299 -2.042846 -0.07 0.02 -0.05 -0.0002
O 5.506358 -1.225199 -3.739146 0.24 0.00 -1.09 0.0006
C 5.352657 -1.132799 -2.528046 -1.51 -0.16 0.47 0.0004
O 6.125658 -0.938299 -1.594546 0.92 0.19 0.83 0.0004
C 3.848558 -1.303499 -2.053246 0.91 0.06 -0.19 0.0045
C 3.575058 -1.712899 -0.754046 -0.38 -0.06 0.03 0.0029
C 2.258558 -1.846799 -0.351746 0.25 -0.11 0.17 0.0166
N 1.226758 -1.584099 -1.156546 -0.30 0.16 -0.02 0.1092
C 1.497957 -1.231999 -2.418946 -0.14 0.25 -0.63 0.0136
C 2.787357 -1.068299 -2.907146 -0.47 -0.20 0.23 0.0033
C 0.291758 -1.007199 -3.351346 1.43 -0.19 -0.28 0.0083
O 0.504258 -0.825499 -4.545046 -0.05 0.07 0.06 0.0109
O -0.828142 -1.010199 -2.775046 -1.28 0.18 1.23 0.0974
H 4.388658 -1.900599 -0.070046 0.11 0.00 0.01 0.0005
H 2.011857 -2.169399 0.652754 -0.05 0.05 0.06 0.0012
H 2.929358 -0.773699 -3.937246 0.10 -0.09 0.02 0.0007
C 1.964758 -0.284599 5.284954 0.06 0.02 0.09 0.0051
C 2.575857 -0.538299 4.068754 0.19 -0.14 0.11 -0.0003
C 1.959958 -0.156499 2.892654 0.00 0.00 -0.16 0.0064
C 0.722957 0.482201 2.886154 -0.28 -0.18 -0.41 0.0207
C 0.135558 0.744001 4.121854 -0.16 0.09 -0.10 0.0069
C 0.745858 0.371501 5.306554 -0.02 -0.05 0.24 0.0002
Si -0.126343 0.946201 1.225454 0.77 1.51 1.30 0.1431
C 1.154957 2.176201 0.474254 -0.48 -0.43 -0.05 0.0288
C 2.292258 1.738301 -0.196746 0.04 -0.22 0.02 0.0059
C 3.247457 2.620301 -0.670746 0.22 0.04 -0.10 -0.0003
C 3.068757 3.983301 -0.504746 0.04 0.01 -0.04 0.0036
C 1.924957 4.444001 0.126154 0.09 0.27 0.01 0.0010
C 0.986358 3.550101 0.608854 -0.15 0.07 0.15 0.0080
H 2.443558 -0.580399 6.208754 0.01 -0.02 0.04 0.0004
H 3.533657 -1.040299 4.039254 0.07 0.00 -0.02 -0.0001
H 2.457658 -0.344599 1.953554 0.15 -0.06 -0.12 0.0004
H -0.816942 1.256001 4.158454 -0.11 0.04 0.00 0.0003
H 0.269458 0.583301 6.255654 -0.04 0.04 0.01 -0.0001
H -1.123442 1.956101 1.768654 -0.12 -0.35 -0.23 0.0194
H 2.458857 0.680201 -0.329846 0.06 -0.14 -0.09 0.0006
H 4.135558 2.243301 -1.159446 0.04 -0.08 -0.04 -0.0001
H 3.817957 4.678001 -0.860446 0.01 0.04 -0.04 0.0002
H 1.777857 5.509301 0.256354 -0.04 0.03 0.02 0.0001
H 0.110358 3.925101 1.117754 -0.13 0.09 0.05 0.0008
C 0.428257 3.807701 -3.223046 0.05 -0.11 -0.06 0.0015
C -0.645042 3.150401 -2.437546 -0.03 -0.22 0.07 0.0091
C -1.688142 3.659101 -1.693646 -0.03 -0.12 -0.06 0.0084
C -2.352242 2.547101 -1.154246 0.23 0.15 -0.11 0.0143
N -1.751842 1.429901 -1.545646 -0.20 -0.52 0.34 0.0887
N -0.722442 1.812701 -2.314646 0.17 0.52 -0.31 0.0115
C -3.561442 2.526101 -0.288946 0.06 -0.22 -0.08 0.0011
H 0.326458 4.886801 -3.163546 0.01 0.07 0.00 0.0001
H 0.386357 3.503601 -4.269046 0.01 0.02 -0.04 0.0003
H 1.402058 3.524401 -2.825846 0.09 0.04 0.02 0.0002
H -1.934442 4.689901 -1.542746 -0.03 0.26 0.00 0.0008
H -0.157142 1.114701 -2.781346 -0.22 0.10 0.02 0.0012
H -3.738642 3.509001 0.140554 -0.01 0.01 0.08 0.0001
H -3.417042 1.795701 0.505054 -0.11 0.02 0.13 0.0006
H -4.437542 2.236001 -0.872246 -0.04 0.01 0.06 0.0004
```
Positions in Å, forces in eV/Å.

Multiplicity ... 6
Charge ... -1
Lowest unoccupied orbital energy (spin up / spin down) ... 2.3 / 1.0 eV
⟨S²⟩ ... 8.765
HOMO level (spin up / spin down) ... -0.169 / -0.194 hartree
Kohn-Sham gap (spin up / spin down) ... 0.255 / 0.231 Eh
Maximum force ... 0.042 hartree/bohr

Computed, not measured: a single C19H26N2O3S molecule, with ωB97M-V/def2-TZVPD.

```
51
Properties=species:S:1:pos:R:3:forces:R:3:mulliken_charge:R:1
C 1.968536 -6.844977 0.846372 -0.07 0.17 -0.16 -1.3032
C 1.428407 -5.829199 -0.151168 -0.25 0.11 0.10 -0.1032
C 0.031842 -5.346659 0.249196 0.38 -0.28 0.12 -0.8804
O -0.512929 -4.425924 -0.671155 -0.07 0.38 -0.23 -0.4135
C -0.076589 -3.140553 -0.681228 -0.10 0.01 -0.13 1.0406
C 0.801515 -2.571261 0.227081 -0.14 -0.31 0.03 -0.4819
C 1.154275 -1.232608 0.137681 -0.08 0.29 -0.18 -1.2607
C 0.638156 -0.441520 -0.874433 0.00 -0.37 0.01 -0.0104
C 0.977979 0.995947 -1.055607 0.19 -0.06 0.02 0.0834
O 0.973053 1.540835 -2.143542 -0.10 -0.03 -0.14 -0.6780
N 1.276590 1.659232 0.091096 0.06 0.01 0.43 -0.2181
C 1.610553 3.055664 0.105842 0.03 0.58 -0.17 -1.5319
C 0.554012 3.994759 0.737033 0.48 -0.29 -0.11 -0.2550
C -0.799051 3.865444 0.106725 -0.11 -0.13 0.00 0.5115
C -1.549992 4.891234 -0.384945 0.15 -0.11 0.11 -0.6223
C -2.793976 4.477680 -0.908843 -0.22 -0.08 -0.08 -0.4911
C -2.977596 3.138294 -0.804303 0.19 -0.24 0.15 -0.6406
S -1.635694 2.356999 -0.071602 -0.28 0.57 -0.22 0.0702
N 0.581998 3.898915 2.200799 0.12 0.04 0.02 0.0934
C 0.329285 5.172352 2.843398 0.01 -0.03 -0.02 -0.9768
C -0.259937 2.872975 2.783135 0.05 0.07 0.17 -1.0316
C -0.230386 -1.009981 -1.807918 -0.06 -0.05 -0.05 -0.2998
C -0.600042 -2.337186 -1.723770 0.00 -0.14 0.05 0.8409
O -1.447117 -2.969095 -2.579259 0.23 -0.10 0.37 -0.4465
C -1.987418 -2.226167 -3.644588 -0.09 0.14 -0.19 -0.9096
H 2.045021 -6.405747 1.838955 0.04 -0.01 0.14 0.3293
H 2.956314 -7.182915 0.544127 0.07 -0.08 0.04 0.3640
H 1.311750 -7.709786 0.905252 -0.03 -0.14 0.06 0.3242
H 1.366221 -6.276342 -1.144725 0.00 0.06 -0.04 0.3186
H 2.105142 -4.974969 -0.215847 0.00 -0.01 -0.07 0.3590
H 0.042292 -4.928798 1.264270 -0.05 -0.03 -0.06 0.3536
H -0.665329 -6.189484 0.235466 0.08 0.10 0.08 0.4115
H 1.226732 -3.162902 1.021981 0.02 -0.12 0.03 0.3679
H 1.866033 -0.839342 0.848651 0.07 0.05 0.06 0.4662
H 1.254065 1.168579 0.968433 -0.01 -0.09 -0.15 0.2669
H 1.744831 3.343009 -0.940883 0.04 -0.02 0.15 0.5096
H 2.547262 3.204356 0.651594 -0.07 0.04 -0.07 0.4089
H 0.908540 5.005760 0.501321 -0.06 -0.13 0.00 0.5888
H -1.220699 5.915797 -0.379752 0.13 0.17 0.02 0.4597
H -3.512705 5.149643 -1.342715 -0.14 0.08 -0.09 0.4042
H -3.818608 2.551366 -1.116058 -0.21 -0.07 -0.09 0.4607
H 0.455593 5.049570 3.918383 -0.02 0.07 0.06 0.3377
H -0.685519 5.554324 2.654951 -0.04 0.02 0.01 0.3464
H 1.053200 5.907206 2.494489 0.00 0.08 0.03 0.3377
H 0.059207 2.716435 3.814574 -0.04 -0.06 0.03 0.3697
H -1.325331 3.146643 2.790158 0.00 -0.06 -0.03 0.3385
H -0.155057 1.937148 2.242235 -0.07 -0.09 0.07 0.3024
H -0.595277 -0.369805 -2.594618 -0.06 0.03 -0.11 0.5361
H -2.620808 -2.920784 -4.194179 0.03 0.09 0.01 0.2275
H -2.593953 -1.388951 -3.284196 0.03 -0.02 -0.01 0.3583
H -1.204393 -1.845209 -4.307861 -0.03 0.00 0.03 0.3672
```
Positions in Å, forces in eV/Å.

Charge ... 0
Lowest unoccupied orbital energy ... 0.7 eV
HOMO level ... -0.300 hartree
SMILES string ... CCCOc1ccc(C(=O)NC[C@@H](c2cccs2)N(C)C)cc1OC
Kohn-Sham gap ... 0.325 Eh
Maximum force ... 0.013 hartree/bohr

ΔE to the lowest compared entry with this formula, charge and spin list, top to bottom, in kcal per mole: 19.9 51.6